{
  "formula": "C55H50BF4HfN8O2S4",
  "method": "ωB97M-V/def2-TZVPD",
  "e_above_lowest_ev": 0.9816,
  "fmax_ev_per_a": 5.0,
  "charge": 1,
  "gap_ev": 5.68,
  "symbols": ["Hf", "C", "C", "C", "C", "C", "C", "C", "C", "S", "C", "N", "C", "C", "C", "C", "C", "C", "C", "C", "H", "H", "H", "H", "H", "H", "H", "H", "H", "H", "H", "H", "H", "H", "H", "H", "N", "S", "N", "S", "N", "S", "N", "C", "C", "C", "C", "C", "C", "C", "C", "C", "C", "C", "C", "C", "C", "C", "C", "C", "C", "C", "C", "C", "C", "C", "C", "C", "C", "C", "C", "C", "C", "C", "C", "C", "C", "C", "C", "H", "H", "H", "H", "H", "H", "H", "H", "H", "H", "H", "H", "H", "H", "H", "H", "H", "H", "H", "H", "H", "H", "H", "H", "H", "H", "H", "H", "H", "H", "O", "H", "H", "O", "H", "H", "F", "B", "F", "F", "F", "N", "C", "N", "C", "N"],
  "xyz": [[-1.001, -1.837, -0.226], [6.770, -3.143, 1.335], [5.948, -2.684, 0.134], [6.808, -2.614, -1.177], [5.382, -1.259, 0.378], [4.831, -3.692, -0.032], [5.164, -4.974, -0.536], [4.202, -5.971, -0.708], [2.857, -5.657, -0.478], [1.410, -6.653, -0.688], [0.451, -5.214, -0.280], [1.135, -4.088, -0.125], [2.499, -4.343, -0.046], [3.510, -3.405, 0.269], [-1.018, -5.148, -0.100], [-1.816, -6.236, -0.442], [-3.110, -6.301, 0.010], [-3.585, -5.305, 0.856], [-2.767, -4.231, 1.180], [-1.598, -4.021, 0.515], [7.571, -2.425, 1.512], [7.198, -4.133, 1.141], [6.128, -3.237, 2.220], [7.635, -1.900, -1.090], [6.171, -2.289, -2.023], [7.256, -3.606, -1.412], [6.157, -0.501, 0.413], [4.821, -1.273, 1.336], [4.655, -0.983, -0.395], [6.190, -5.243, -0.745], [4.517, -6.934, -1.109], [3.222, -2.526, 0.808], [-1.344, -7.050, -1.005], [-3.725, -7.140, -0.229], [-4.581, -5.392, 1.257], [-3.092, -3.547, 1.961], [-1.360, -0.506, 1.275], [-1.324, 0.819, 1.975], [-1.735, 2.221, 1.243], [-1.189, 3.045, 0.014], [-0.647, 2.280, -1.247], [-1.235, 1.055, -2.114], [-1.504, -0.254, -1.399], [-0.016, 0.813, -3.335], [-0.378, 0.262, -4.548], [0.573, 0.088, -5.548], [1.898, 0.484, -5.351], [2.236, 1.050, -4.128], [1.288, 1.161, -3.094], [-2.675, 1.616, -2.942], [-2.573, 2.463, -4.046], [-3.725, 2.982, -4.634], [-4.985, 2.723, -4.089], [-5.076, 1.851, -3.019], [-3.925, 1.294, -2.472], [-2.424, 4.198, -0.496], [-3.704, 4.223, 0.067], [-4.638, 5.163, -0.396], [-4.324, 6.004, -1.448], [-3.060, 5.926, -2.002], [-2.095, 5.059, -1.511], [0.154, 4.120, 0.527], [1.297, 4.208, -0.232], [2.336, 5.035, 0.203], [2.198, 5.815, 1.342], [1.004, 5.775, 2.046], [-0.029, 4.964, 1.602], [0.278, 1.177, 2.652], [1.331, 1.183, 1.768], [2.613, 1.519, 2.204], [2.848, 1.931, 3.511], [1.791, 1.937, 4.386], [0.516, 1.483, 3.988], [-2.472, 0.804, 3.291], [-3.203, -0.329, 3.552], [-4.081, -0.314, 4.644], [-4.155, 0.787, 5.490], [-3.449, 1.928, 5.146], [-2.620, 1.964, 4.034], [-1.389, -0.044, -4.731], [0.241, -0.376, -6.437], [2.673, 0.358, -6.120], [3.249, 1.365, -3.908], [1.568, 1.496, -2.114], [-1.600, 2.695, -4.440], [-3.592, 3.524, -5.548], [-5.855, 3.190, -4.501], [-6.010, 1.680, -2.527], [-4.054, 0.580, -1.648], [-3.955, 3.466, 0.800], [-5.619, 5.140, 0.037], [-5.065, 6.694, -1.824], [-2.779, 6.597, -2.788], [-1.115, 5.026, -1.976], [1.374, 3.681, -1.176], [3.209, 5.035, -0.401], [3.025, 6.425, 1.664], [0.853, 6.310, 2.970], [-0.980, 4.971, 2.134], [1.178, 0.976, 0.698], [3.434, 1.456, 1.519], [3.829, 2.233, 3.841], [1.874, 2.226, 5.414], [-0.254, 1.323, 4.750], [-3.061, -1.215, 2.927], [-4.696, -1.183, 4.824], [-4.720, 0.721, 6.405], [-3.529, 2.838, 5.728], [-2.099, 2.885, 3.771], [1.160, -1.233, -0.417], [1.695, -1.716, -1.077], [1.366, -1.528, 0.487], [-3.156, -1.928, -0.180], [-3.397, -1.150, 0.361], [-3.572, -1.906, -1.059], [-0.029, -2.609, -2.235], [-1.132, -3.277, -3.021], [-0.762, -4.524, -3.418], [-2.147, -3.296, -2.031], [-1.456, -2.454, -4.063], [0.481, -2.350, 1.916], [0.641, -2.298, 3.106], [0.817, -2.278, 4.413], [-0.181, -1.581, 4.975], [-1.069, -0.999, 5.506]],
  "forces_ev_per_angstrom": [[2.9680, -3.8671, 1.0578], [0.1502, 0.0071, -0.0572], [0.1337, 0.7721, -0.5712], [-0.2363, -0.6103, 0.2033], [-0.6235, -0.8030, 0.5798], [0.0008, -0.5411, -0.5436], [-0.9147, -0.2931, 0.2954], [0.0664, 0.4103, -0.1602], [-0.0083, 0.4746, 0.2352], [0.1291, 1.3685, 0.5087], [0.2643, 1.9537, -0.7086], [-0.1777, -1.7292, 0.9246], [0.2124, -0.8381, -1.1879], [-0.4305, -0.9664, -0.4523], [-0.0615, -0.6149, -0.4772], [1.1574, -0.5638, 0.2194], [-0.3405, 0.3448, -0.0125], [0.2595, -0.5613, 0.2796], [-1.4904, -0.4909, 0.1381], [2.0468, 0.9667, -0.1017], [0.1243, -0.0815, 0.2391], [0.0426, 0.2281, 0.0616], [0.2178, 0.1523, -0.1382], [-0.1663, -0.0497, 0.1857], [0.3082, -0.2728, 0.3608], [-0.3291, 0.7547, 0.0381], [0.2045, -0.0082, 0.0932], [0.3993, 0.2978, -0.3368], [0.1683, -0.0404, -0.0642], [0.0143, 0.1365, -0.0280], [-0.2114, 0.1430, 0.2461], [-0.0423, 0.5232, -0.1107], [-0.4121, 0.1263, 0.1996], [-0.3774, -0.3742, -0.2315], [-0.1535, -0.0525, 0.2876], [-0.2890, 0.3558, -0.3810], [-0.3193, 2.7680, 1.3543], [0.3482, -2.6520, -0.7103], [-0.3284, 1.5622, -1.5790], [0.3073, -2.0314, 0.5830], [0.3665, 1.1446, 0.5513], [-0.9103, -4.1839, 2.3092], [-0.3056, 3.9104, -2.5986], [0.1720, 0.6987, -0.6129], [0.1228, -0.0771, -0.4657], [0.2039, 0.2329, 0.9670], [-0.0831, 0.1524, 0.0539], [-0.1747, -0.2656, 0.8826], [0.9925, 0.2095, -0.6315], [-0.1596, 1.0144, -0.8315], [-0.3613, 0.0610, 0.1456], [0.4344, -0.5239, 0.2669], [0.7986, -0.1789, -0.0482], [0.5407, 0.4953, 0.1498], [-0.6736, -0.8781, 1.0465], [-1.3117, -0.3379, 0.8373], [0.1795, -0.0320, -0.2489], [0.4646, -1.0186, 0.2439], [0.0334, -0.2454, 0.3143], [0.4307, 0.2863, 0.0996], [0.2820, 0.2852, -0.8582], [-0.1742, 0.0065, -0.8067], [0.6053, 0.0361, -0.2287], [-0.9606, -0.2996, -0.1333], [0.1145, -0.4010, -0.1926], [-0.2343, -0.2718, -0.0397], [-0.6634, -0.2372, 0.9168], [0.1464, 0.2988, 0.7620], [0.8084, 0.2605, -1.1256], [-0.3116, -0.0649, -0.0381], [-0.1932, -0.0524, -0.3387], [-1.4824, -0.6594, 0.0012], [-0.0427, 0.1702, 0.4570], [-0.0138, 1.0086, -0.0761], [-0.3933, -0.5360, 0.1603], [0.1835, -0.1177, -0.3778], [0.3164, -0.5100, -0.6649], [0.3047, 0.7328, 0.0054], [-0.3058, 0.2400, 0.4725], [-0.3101, -0.1392, -0.0569], [-0.0615, -0.3575, -0.8840], [-0.5435, 0.0578, 0.3040], [-0.0243, -0.0918, -0.1537], [0.2135, 0.3088, 0.1858], [0.1618, 0.1390, -0.2179], [-0.1999, 0.4800, -0.1941], [-0.3504, 0.0743, -0.1977], [-0.4513, -0.2926, -0.0174], [0.3120, 0.3879, -0.2652], [-0.0905, 0.2202, 0.1674], [-0.2921, 0.1611, 0.1218], [0.0553, 0.0684, -0.0608], [0.0428, 0.1675, -0.3813], [-0.0331, 0.0774, 0.0799], [0.1101, -0.1837, 0.2045], [0.7292, 0.2607, -0.2192], [0.0415, 0.1378, 0.1349], [0.0859, 0.3157, -0.0643], [0.1977, -0.0998, 0.0123], [0.0420, -0.1313, 0.5323], [0.2513, 0.0414, -0.3626], [0.1342, -0.0032, -0.0646], [0.3415, 0.0644, 0.3705], [0.2562, 0.2416, -0.3540], [-0.1035, 0.2729, 0.3635], [0.1361, -0.1004, 0.1470], [-0.2436, 0.1679, 0.0068], [-0.0580, -0.1361, 0.1571], [-0.0895, -0.3073, 0.0682], [0.0603, 0.8489, -0.7498], [-0.3078, -0.0672, 0.5279], [0.4995, -0.4834, 0.4695], [-1.5646, 0.6391, 0.2251], [-0.1957, -0.2667, -0.5248], [0.0549, 0.0109, 0.3594], [-0.4142, 0.0094, -0.0257], [0.5543, -0.2567, -0.1444], [0.0663, 0.2454, 0.2783], [-0.3541, 0.4836, 0.0074], [-0.1394, 0.2872, -0.1074], [0.6133, 0.6408, 3.2518], [-0.2581, -0.3231, -2.3596], [-0.8562, 0.5185, -1.2362], [-1.6649, 0.8800, 1.2853], [2.2896, -1.2251, -1.1837]],
  "mulliken_charge": [0.813, -1.648, 1.949, -1.518, -1.913, 0.256, -0.468, -1.059, 0.250, -0.379, -0.186, 0.678, -1.381, 0.301, 0.721, -0.699, -1.037, -0.614, -0.522, 0.860, 0.421, 0.395, 0.357, 0.440, 0.356, 0.302, 0.527, 0.361, 0.267, 0.368, 0.383, 0.515, 0.417, 0.454, 0.464, 0.239, 1.191, 0.919, -0.144, 1.060, -0.012, 1.650, 0.474, 0.122, -0.373, -0.922, -0.732, -1.096, -0.052, -0.076, -0.625, -0.930, -0.689, -0.794, 0.012, 0.434, -0.242, -0.813, -0.584, -0.802, -0.669, 0.606, -0.187, -0.678, -0.696, -0.701, -0.588, 0.973, 1.028, -1.023, -1.069, -1.088, -0.549, 0.116, -0.375, -0.531, -0.822, -0.579, -0.734, 0.562, 0.516, 0.407, 0.485, 0.469, 0.638, 0.473, 0.472, 0.494, 0.126, 0.540, 0.482, 0.466, 0.477, 0.481, 0.495, 0.538, 0.445, 0.476, 0.328, -0.239, 0.693, 0.471, 0.524, 0.388, 0.262, 0.469, 0.435, 0.447, 0.369, -0.148, 0.136, -0.384, -0.433, 0.300, 0.261, -0.553, 0.190, -0.306, -0.308, -0.261, -0.102, 0.308, -0.932, 0.586, -0.623]
}